No. 1
Density functional theory data (wB97M-V/def2-TZVPD) for a structure of composition C16H10AsF6MoN2O2S3Sb2Se4.

The geometry in XYZ format:
```
47
Properties=species:S:1:pos:R:3
Mo -1.60449 -2.42719 -2.44746
S -1.22453 -3.22947 3.88074
Sb -1.50058 -3.94460 1.80311
S -3.40033 -2.57404 -0.91472
S -2.73887 -2.03788 0.97309
C -0.73647 0.31777 -0.82846
C -0.31735 1.17759 -0.01752
C 0.18371 2.04706 0.84771
C 1.31366 2.91424 0.45153
C 2.24369 3.33832 1.40043
C 3.32826 4.11056 1.01711
C 3.49050 4.47456 -0.31208
C 2.56722 4.05771 -1.26169
C 1.48670 3.28004 -0.88339
C -0.40723 2.14332 2.20044
C -0.76302 0.98000 2.88043
C -1.32836 1.05564 4.14312
C -1.55331 2.29337 4.72830
C -1.20190 3.45694 4.05497
C -0.62107 3.38467 2.79988
H 2.12667 3.04140 2.43433
H 4.05320 4.42153 1.75804
H 4.33797 5.07872 -0.60923
H 2.69049 4.33641 -2.29990
H 0.76582 2.95041 -1.62052
H -0.57206 0.01374 2.43040
H -1.58061 0.14045 4.66183
H -1.99814 2.35292 5.71345
H -1.37999 4.42303 4.50960
H -0.34715 4.29009 2.27287
O -1.52219 -6.66895 -2.31519
C -1.47965 -5.51800 -2.46786
N -1.43366 -4.32604 -2.63357
O -0.42867 -0.90628 -2.72640
N -1.16048 -0.54203 -1.62043
Se 0.18155 -2.97458 -4.92759
Sb -2.06892 -3.11318 -6.07038
Se -2.71559 -5.39644 -6.10558
Se -2.16121 -1.45213 -7.76403
Se -3.31335 -2.03420 -3.97884
F -0.14008 -2.79531 -0.62016
As 1.61241 -3.29102 -0.46008
F 1.95536 -1.62724 -0.17951
F 1.24518 -3.49002 1.23429
F 3.24163 -3.75695 -0.24450
F 1.09038 -4.91437 -0.72860
F 1.78489 -3.06057 -2.15800
```

Values from the calculation:
- M: 1202.68 g/mol
- Expectation value of S²: 2.033
- Energy above the lowest of the compared OMol25 structures with the same formula, charge and spin: 0.0 kJ/mol
- E_HOMO (alpha / beta): -5.90 / -5.85 eV
- Multiplicity: 3
- Charge: -1

Atom charges from the Mulliken analysis, given in e for atoms 1 to 2:
1 Mo 0.856
2 S -0.547

=====

No. 2
Density functional theory data (wB97M-V/def2-TZVPD) for a structure of composition C16H10BrF5Ga in a non-equilibrium geometry.

The geometry in XYZ format:
```
33
Properties=species:S:1:pos:R:3
C -2.32464 -0.35164 -0.63886
C -2.48487 -0.94035 0.63897
C -2.52702 0.10816 1.59840
H -2.54839 -2.00170 0.85185
C -2.38804 1.35129 0.90926
C -2.31498 1.06655 -0.47865
H -2.24291 1.80825 -1.27290
H -2.23224 -0.89101 -1.57268
H -2.65306 -0.01612 2.66932
H -2.37112 2.33670 1.36570
Ga 1.45170 -0.74383 -1.20212
Br 3.05485 -2.43355 -1.22932
C 2.01380 1.08568 -2.32294
C 0.72215 1.68510 -2.15489
C -0.24507 0.83336 -2.71733
H 0.54082 2.69219 -1.78243
C 0.38108 -0.36181 -3.17826
C 1.82721 -0.13496 -3.10657
H 2.60204 -0.66326 -3.66606
H 2.97732 1.54526 -2.11091
H -1.27742 1.10382 -2.91963
H -0.09638 -1.16497 -3.74180
F 0.24266 -2.85145 0.81520
C 0.61886 -1.70636 1.43901
C 0.93405 -0.56592 0.70898
C 1.11095 0.61668 1.41449
F 1.44909 1.75650 0.72869
C 1.04737 0.67101 2.80896
F 1.22259 1.84450 3.45074
C 0.91151 -0.52456 3.51646
F 1.12722 -0.54557 4.84427
C 0.70936 -1.72124 2.83041
F 0.76151 -2.88676 3.50464
```

Values from the calculation:
- M: 446.87 g/mol
- Energy above the lowest of the compared OMol25 structures with the same formula, charge and spin: 0.0 kJ/mol
- E_HOMO: -2.96 eV
- Charge: -1

Atom charges from the Mulliken analysis, given in e for atoms 1 to 2:
1 C -0.465
2 C -0.805

=====

No. 3
Density functional theory data (wB97M-V/def2-TZVPD) for a cluster of 14 separate species, C16H10Cl52I2P in total in a non-equilibrium geometry.

The geometry in XYZ format:
```
81
Properties=species:S:1:pos:R:3
C -0.62611 3.13513 2.73672
C -1.77129 2.31105 2.02767
C -2.67545 1.66806 3.12921
I -2.75002 -0.51859 2.99030
P -4.43974 2.44428 3.26975
I -6.71107 3.50476 3.54181
H 0.22766 3.32700 2.05955
H -1.07846 4.06473 3.12539
H -0.24098 2.56958 3.60584
H -2.31569 3.04465 1.39741
H -1.34236 1.57223 1.32130
H -2.18694 1.87397 4.10466
H -4.03108 3.11691 4.50540
H -4.85571 1.26465 3.99453
H -4.84289 1.78597 2.02428
H -4.04424 3.63743 2.54056
C -3.02010 -0.49577 -1.54373
Cl -1.41627 -0.42772 -0.79826
Cl -3.58235 -2.17830 -1.58851
Cl -4.14578 0.48114 -0.59044
Cl -2.93124 0.14221 -3.19364
C 2.66307 0.18874 -0.29829
Cl 2.39323 0.77890 -1.95210
Cl 3.49732 -1.37140 -0.37696
Cl 3.67476 1.35175 0.57642
Cl 1.14760 -0.01764 0.59575
C 1.48351 0.34576 -6.46761
Cl 2.81973 -0.72695 -6.92257
Cl -0.03688 -0.55157 -6.53915
Cl 1.75327 0.94388 -4.81887
Cl 1.40734 1.71107 -7.61095
C -4.03984 -2.72790 6.60891
Cl -4.42919 -1.00314 6.58390
Cl -4.97473 -3.52768 7.88983
Cl -4.44964 -3.45239 5.04385
Cl -2.30766 -2.94167 6.92302
C -6.10186 2.00570 9.36576
Cl -4.89079 2.78864 10.39984
Cl -5.82196 0.25602 9.35092
Cl -7.72428 2.33923 10.00231
Cl -5.97169 2.63386 7.71661
C 2.37413 -1.36017 4.24392
Cl 3.16210 0.22822 4.25614
Cl 0.66349 -1.15934 3.83689
Cl 3.14296 -2.40281 3.01183
Cl 2.48955 -2.09740 5.85456
C -4.31992 -6.83889 2.79408
Cl -2.74124 -6.95258 1.99702
Cl -4.11366 -7.02418 4.54369
Cl -5.04619 -5.26129 2.44375
Cl -5.38442 -8.12086 2.18939
C 6.97153 -2.41032 5.75397
Cl 5.56984 -2.34139 4.67451
Cl 8.12136 -1.13262 5.31787
Cl 6.43897 -2.17696 7.42920
Cl 7.76073 -3.99096 5.60114
C -9.78668 -8.02881 2.93387
Cl -10.48957 -6.96637 1.70270
Cl -9.63208 -9.66951 2.27866
Cl -8.18669 -7.42566 3.39105
Cl -10.84116 -8.06028 4.35877
C 4.59168 4.31962 -5.67353
Cl 5.53101 5.12789 -6.94175
Cl 3.23604 3.44594 -6.41031
Cl 5.62517 3.16745 -4.81173
Cl 3.97366 5.52847 -4.53283
C 5.49888 7.51484 -10.30248
Cl 5.05729 8.52088 -11.69333
Cl 5.86719 5.87156 -10.85404
Cl 6.92419 8.20223 -9.50425
Cl 4.15070 7.46207 -9.15676
C 8.07267 -0.05605 -5.94474
Cl 6.30296 0.00407 -5.92666
Cl 8.72272 1.59171 -5.90526
Cl 8.64880 -0.95252 -4.52914
Cl 8.61894 -0.86974 -7.42244
C 4.34256 -0.20592 -10.74737
Cl 5.66653 -0.07711 -9.57750
Cl 3.89528 -1.90923 -10.94640
Cl 2.94418 0.70469 -10.15490
Cl 4.86532 0.45469 -12.30801
```

Values from the calculation:
- M: 2330.59 g/mol
- E_HOMO: -4.78 eV
- Charge: -1

Atom charges from the Mulliken analysis, given in e for atoms 1 to 2:
1 C -1.300
2 C 0.499

=====

No. 4
Density functional theory data (wB97M-V/def2-TZVPD) for a structure of composition C16H10ClF5FeO in a non-equilibrium geometry.

The geometry in XYZ format:
```
34
Properties=species:S:1:pos:R:3
C -2.32077 -0.94169 -0.07673
C -1.65599 -1.12581 -1.34877
C -1.42166 0.16423 -1.91161
H -1.41621 -2.08076 -1.81150
C -1.83774 1.15214 -0.96057
C -2.43025 0.46590 0.16005
H -2.88897 0.93767 1.03241
H -2.67143 -1.72779 0.58574
H -1.01689 0.37026 -2.90580
H -1.78155 2.23344 -1.09328
Fe -0.46588 -0.18485 0.46753
Cl 0.07191 -2.09205 1.31054
C 2.42257 0.12758 0.23649
C 2.02506 1.36446 -0.35600
C 1.56514 1.09278 -1.66596
H 2.04470 2.33748 0.13333
C 1.67835 -0.32376 -1.89353
C 2.21226 -0.91920 -0.71974
H 2.35694 -1.97576 -0.53637
H 2.81829 -0.00707 1.25265
H 1.12739 1.82108 -2.34768
H 1.33175 -0.86551 -2.77166
F 0.04233 2.80986 6.62963
C -0.00256 2.45975 5.35282
C -0.72745 3.23297 4.43132
F -1.37432 4.35501 4.86351
C -0.79170 2.88084 3.10402
F -1.51410 3.62317 2.20143
C -0.09796 1.70870 2.65280
O -0.17698 1.39259 1.37566
C 0.65994 0.99007 3.58423
F 1.41900 -0.04924 3.16102
C 0.68206 1.33316 4.90347
F 1.36880 0.58516 5.76485
```

Values from the calculation:
- M: 404.54 g/mol
- Expectation value of S²: 6.018
- E_HOMO (alpha / beta): 0.16 / 0.19 eV
- Multiplicity: 5
- Charge: -2

Atom charges from the Mulliken analysis, given in e for atoms 1 to 2:
1 C -0.779
2 C -0.322

=====

no.,E (eV)
1,-409800.61421
2,-152759.38008
3,-693405.67010
4,-79297.03551